{
  "formula": "C29H54ClF3N2O6S",
  "method": "the ωB97M-V functional and the def2-TZVPD basis",
  "total_energy_ha": -2856.156234,
  "homo_energy_ev": -5.99,
  "orbital_gap_ev": 4.504,
  "symbols": ["C", "C", "C", "C", "C", "C", "C", "C", "C", "C", "C", "C", "N", "C", "S", "O", "O", "C", "F", "F", "F", "C", "C", "C", "O", "Cl", "N", "C", "C", "C", "C", "C", "C", "C", "C", "C", "O", "C", "H", "H", "H", "H", "H", "H", "H", "H", "H", "H", "H", "H", "H", "H", "H", "H", "H", "H", "H", "H", "H", "H", "H", "H", "H", "H", "H", "H", "H", "H", "H", "H", "H", "H", "H", "H", "H", "H", "H", "H", "H", "H", "H", "H", "H", "H", "H", "H", "H", "H", "H", "C", "C", "O", "O", "H", "H", "H"],
  "xyz": [[1.0371, -2.2820, 2.8662], [2.4896, -2.5852, 3.2950], [3.4195, -3.0526, 2.1509], [2.7661, -3.9495, 1.0782], [2.4473, -3.2812, -0.2810], [3.6221, -2.5085, -0.9372], [3.2569, -1.0490, -1.3005], [3.4458, -0.0348, -0.1456], [2.1259, 0.3182, 0.5819], [1.9255, 1.8229, 0.8812], [1.2457, 2.5808, -0.2530], [2.0913, 3.5973, -1.0341], [3.2513, 3.1138, -1.7297], [0.9876, 4.3715, -1.8753], [1.0540, 4.4466, -3.6569], [-0.0382, 5.2741, -4.0728], [2.3828, 4.7387, -4.0799], [0.6224, 2.7481, -4.2727], [-0.5931, 2.4239, -3.9093], [0.6871, 2.7788, -5.5384], [1.4299, 1.8286, -3.8252], [-0.3844, 3.9701, -1.2591], [-1.4895, 5.0415, -1.2158], [-2.6796, 4.7008, -2.1117], [-3.3771, 3.7876, -1.8770], [-3.0146, 5.7669, -3.4402], [0.0524, 3.4625, 0.0986], [-1.0039, 2.9241, 1.0153], [-1.8685, 1.8287, 0.3603], [-2.1721, 0.6425, 1.3086], [-1.4425, -0.6578, 0.9005], [-2.2798, -1.9419, 1.0924], [-2.0586, -2.9331, -0.0567], [-2.6666, -2.4864, -1.3965], [-4.1404, -2.0709, -1.3532], [-4.6336, -1.5600, -2.7114], [-4.5626, -0.1346, -2.7055], [-5.0017, 0.4215, -3.9275], [0.7101, -1.3411, 3.3377], [0.9190, -2.1835, 1.7816], [0.3803, -3.0651, 3.2660], [2.9247, -1.6584, 3.7037], [2.4982, -3.3054, 4.1205], [4.2374, -3.6286, 2.6016], [3.8857, -2.1700, 1.7044], [3.4379, -4.7917, 0.8734], [1.8346, -4.3781, 1.4639], [2.1285, -4.0763, -0.9680], [1.5795, -2.6136, -0.1834], [4.4894, -2.5118, -0.2687], [3.9343, -3.0106, -1.8597], [3.8562, -0.7380, -2.1661], [2.2095, -1.0306, -1.6311], [4.1410, -0.4504, 0.5897], [3.9375, 0.8722, -0.5238], [1.2639, -0.0740, 0.0300], [2.1048, -0.1964, 1.5490], [1.3584, 1.9004, 1.8138], [2.9107, 2.2663, 1.0807], [0.8175, 1.8534, -0.9583], [2.4482, 4.3596, -0.3285], [3.0805, 2.2411, -2.2134], [3.9875, 2.9221, -1.0567], [1.1315, 5.4415, -1.6600], [-0.7782, 3.0943, -1.7799], [-1.9339, 5.0834, -0.2151], [-1.1084, 6.0422, -1.4388], [0.4546, 4.2777, 0.5739], [-1.6299, 3.7758, 1.2993], [-0.5223, 2.5699, 1.9278], [-2.8123, 2.2830, 0.0505], [-1.3770, 1.4610, -0.5465], [-3.2549, 0.4873, 1.3308], [-1.8716, 0.8978, 2.3324], [-0.5384, -0.7435, 1.5089], [-1.1309, -0.5958, -0.1509], [-2.0103, -2.4156, 2.0435], [-3.3395, -1.6758, 1.1646], [-2.4723, -3.9087, 0.2295], [-0.9782, -3.0759, -0.1960], [-2.0832, -1.6594, -1.8262], [-2.5799, -3.3247, -2.1020], [-4.3088, -1.2557, -0.6436], [-4.7623, -2.9235, -1.0512], [-5.6767, -1.8654, -2.8863], [-4.0003, -1.9346, -3.5300], [-6.0307, 0.1115, -4.1579], [-4.9842, 1.5109, -3.8224], [-4.3309, 0.1426, -4.7533], [-0.3007, -4.0499, 7.0409], [0.6995, -4.2923, 5.8916], [0.2138, -4.4561, 4.7432], [1.9084, -4.2865, 6.2092], [-1.3303, -4.0639, 6.6822], [-0.1764, -4.8211, 7.8030], [-0.0944, -3.0842, 7.5073]],
  "forces_ev_per_angstrom": [[0.08, 0.03, 0.45], [0.14, 0.39, -0.19], [-0.22, -0.28, 0.36], [0.08, 0.13, -0.31], [0.17, -0.14, 0.11], [-0.38, 0.14, -0.09], [0.35, -0.13, 0.04], [-0.29, -0.07, -0.15], [0.24, 0.04, 0.38], [0.18, -0.11, 0.16], [-0.16, -0.36, -0.29], [-0.37, 0.15, -0.31], [-0.12, -0.11, 0.29], [0.13, 0.38, 0.81], [0.28, 0.36, -0.28], [-0.16, -0.17, 0.23], [-0.12, -0.24, 0.15], [0.05, 0.75, 1.15], [-1.53, -0.15, 0.63], [0.19, 0.30, -2.88], [1.28, -0.99, 0.96], [-0.12, -0.22, -0.54], [0.29, 0.55, 0.05], [0.65, 0.73, 0.06], [-0.73, -1.24, 0.17], [0.04, 0.30, -0.08], [0.35, 0.43, 0.30], [-0.73, -0.36, -0.25], [-0.07, 0.16, 0.43], [0.25, -0.04, -0.23], [-0.29, 0.00, 0.26], [0.30, 0.09, 0.07], [-0.18, 0.04, 0.08], [0.00, -0.11, 0.02], [0.01, -0.09, -0.38], [0.01, 0.27, 0.27], [-0.02, -0.09, -0.09], [0.10, 0.19, 0.12], [-0.04, -0.10, -0.16], [0.04, -0.05, 0.13], [0.09, 0.07, -0.24], [0.03, -0.23, 0.01], [-0.23, 0.02, -0.17], [-0.05, 0.23, -0.03], [-0.01, -0.09, -0.19], [-0.12, 0.06, 0.01], [0.18, -0.02, 0.07], [-0.05, 0.15, 0.10], [0.16, -0.03, 0.07], [-0.04, 0.03, -0.15], [-0.05, -0.03, 0.17], [0.00, 0.00, 0.17], [0.14, 0.04, -0.06], [-0.02, 0.08, -0.13], [-0.20, -0.17, 0.04], [0.08, 0.14, 0.03], [-0.01, -0.02, -0.20], [0.01, 0.14, -0.15], [-0.20, 0.06, 0.05], [0.15, 0.07, 0.08], [0.06, -0.24, 0.06], [-0.09, 0.01, -0.17], [-0.01, 0.18, -0.16], [0.02, -0.10, -0.29], [0.01, 0.03, 0.25], [0.10, -0.02, -0.12], [0.06, -0.23, -0.06], [-0.06, -0.11, 0.13], [0.20, -0.10, 0.03], [0.16, 0.05, -0.24], [0.22, -0.03, -0.18], [-0.10, -0.06, 0.09], [0.16, -0.04, -0.04], [-0.21, 0.03, -0.07], [-0.01, -0.04, -0.27], [-0.08, 0.06, 0.10], [-0.04, 0.05, -0.16], [0.09, -0.11, 0.00], [0.05, 0.15, -0.08], [-0.14, -0.09, 0.07], [-0.07, -0.07, 0.05], [0.09, 0.19, 0.05], [-0.04, -0.15, -0.01], [0.15, 0.14, 0.09], [0.16, 0.03, -0.09], [-0.17, -0.13, 0.04], [0.14, -0.03, -0.05], [0.01, -0.19, 0.03], [-0.17, -0.05, 0.03], [-0.10, -0.04, -0.06], [0.06, 0.03, 0.02], [-0.13, -0.07, 0.01], [0.00, 0.05, -0.04], [0.02, -0.01, -0.02], [0.04, 0.03, 0.03], [0.05, -0.03, 0.03]]
}